[1]
Computed, not measured: a structure of composition C30H47Cl2MgN4O7SSi, with ωB97M-V/def2-TZVPD.

XYZ file:
```
93
Properties=species:S:1:pos:R:3:forces:R:3
C -4.355 -1.826 -1.262 -0.14 0.47 0.09
C -4.006 -3.229 -0.879 -0.12 -0.89 -0.37
H -4.415 -1.709 -2.357 0.08 -0.02 0.36
H -3.620 -1.114 -0.864 -0.16 -0.09 -0.19
H -5.348 -1.555 -0.862 0.26 -0.03 -0.10
C -4.688 -4.271 -1.379 0.32 0.22 0.65
C -5.926 -4.127 -2.200 -0.34 -0.08 -0.44
H -4.390 -5.290 -1.144 -0.21 0.28 0.14
H -5.747 -3.540 -3.113 -0.14 -0.07 0.21
H -6.731 -3.636 -1.629 0.25 -0.03 -0.21
H -6.302 -5.113 -2.502 0.05 0.24 0.00
Mg 0.551 1.229 -0.186 0.02 1.10 -0.51
Cl -1.708 0.750 0.052 -0.31 -0.44 0.06
C 1.751 0.495 2.486 -0.36 -0.17 -1.02
O 1.673 0.405 1.241 0.47 -0.13 1.81
N 2.530 -0.355 3.171 -0.02 0.01 -0.15
C 3.342 -1.269 2.380 -0.03 -0.04 -0.11
C 2.371 -0.572 4.600 -0.15 0.20 0.00
H 1.206 1.263 3.060 0.03 -0.19 -0.15
H 3.969 -0.682 1.696 -0.15 -0.23 0.11
H 2.717 -1.945 1.782 0.21 0.17 0.21
H 3.970 -1.850 3.052 0.02 0.00 0.00
H 1.949 0.340 5.043 0.16 -0.28 -0.03
H 3.345 -0.795 5.052 -0.19 0.17 -0.05
H 1.690 -1.415 4.811 0.21 0.24 -0.12
H 5.448 3.612 0.529 -0.06 -0.11 -0.13
H 4.320 5.903 0.170 -0.18 -0.11 -0.11
C 5.031 3.378 -0.460 -0.05 0.24 0.16
C 3.756 5.504 -0.683 -0.12 -0.20 -0.17
N 3.750 4.046 -0.634 0.62 -0.14 0.01
H 4.883 2.302 -0.556 0.03 0.18 0.02
C 2.630 3.327 -0.747 -0.87 -0.58 0.13
O 2.546 2.091 -0.607 0.47 1.17 -0.21
H 2.727 5.876 -0.639 0.24 -0.10 0.01
H 1.730 3.907 -1.000 0.25 -0.08 0.13
H 5.738 3.739 -1.217 -0.08 -0.11 0.04
H 4.227 5.862 -1.609 -0.06 -0.07 0.15
H -0.690 2.683 -5.291 0.13 -0.15 0.11
H -1.622 0.310 -3.017 0.06 -0.10 -0.26
C -0.051 1.800 -5.432 0.03 0.10 -0.04
C -1.216 0.101 -4.017 0.02 -0.12 0.25
N -0.055 0.948 -4.263 0.36 -0.27 0.52
H 0.973 2.140 -5.619 -0.22 -0.02 -0.07
C 0.773 1.223 -3.234 0.02 0.07 0.46
O 0.716 0.660 -2.119 -0.15 -0.03 -1.45
H -0.925 -0.962 -4.076 -0.17 0.30 0.08
H 1.566 1.952 -3.459 -0.10 -0.50 -0.13
H -0.420 1.230 -6.291 0.21 0.06 0.05
H -1.969 0.302 -4.785 0.10 0.00 0.18
O -1.679 -2.859 -0.527 0.28 -0.51 0.02
C -2.855 -3.378 0.105 -0.08 0.30 -0.29
C -2.315 -5.840 -0.176 0.38 -0.23 0.31
C -2.646 -4.777 0.674 -0.07 0.03 -0.01
H -2.424 -5.707 -1.258 0.40 -0.03 0.45
C -1.838 -7.047 0.355 -0.24 0.42 -0.01
H -3.089 -2.674 0.920 0.07 -0.28 0.10
C -2.684 -4.987 2.059 0.37 -0.23 -0.32
H -1.546 -7.843 -0.341 -0.10 0.23 0.45
C -1.725 -7.194 1.745 -0.09 0.13 -0.04
C -2.170 -6.175 2.601 -0.27 0.06 -0.26
H -3.086 -4.182 2.683 0.39 -0.27 -0.03
H -1.310 -8.114 2.161 -0.12 0.29 -0.10
H -2.103 -6.291 3.691 -0.09 -0.03 -0.51
Si -0.050 -3.235 -0.378 -0.64 0.01 0.42
Cl -0.107 3.512 -2.549 -0.34 0.88 0.08
C 0.396 -4.518 -1.662 0.32 -0.28 -0.04
C 0.347 -3.747 1.389 0.00 -0.40 0.03
C 0.932 -1.700 -0.618 -0.24 0.41 -0.48
H 0.299 -5.545 -1.288 -0.01 0.20 -0.13
H 1.454 -4.341 -1.906 -0.16 -0.17 -0.08
H -0.191 -4.417 -2.588 0.14 0.05 0.32
H 1.087 -1.437 -1.678 -0.12 -0.10 0.57
H 1.902 -1.669 -0.096 -0.51 -0.13 -0.25
H 0.235 -0.953 -0.176 0.50 -0.49 -0.29
H 0.116 -4.803 1.577 0.02 0.21 0.13
H -0.224 -3.122 2.095 0.18 -0.18 -0.20
H 1.420 -3.591 1.579 -0.27 -0.09 -0.04
O 2.004 5.248 4.497 -0.20 -0.26 0.27
S 0.670 4.966 4.020 -0.31 -0.31 -1.93
O -0.436 5.125 4.931 0.31 -0.31 0.18
N 0.615 3.561 3.159 0.01 -0.22 0.50
C 0.381 3.729 1.848 0.02 -0.59 0.37
O 0.268 2.812 1.003 0.38 1.06 0.81
C 0.286 5.167 1.471 0.11 0.90 -0.55
C 0.218 5.757 0.207 -0.21 -0.29 -0.05
C 0.259 7.149 0.096 -0.11 0.04 0.39
C 0.257 7.953 1.251 0.18 -0.38 0.06
C 0.317 7.357 2.523 -0.04 0.05 -0.44
C 0.382 5.970 2.582 0.00 0.99 0.33
H 0.104 5.117 -0.672 0.05 0.20 0.10
H 0.284 7.613 -0.896 -0.17 -0.18 0.38
H 0.235 9.039 1.149 0.01 -0.29 0.09
H 0.316 7.944 3.441 0.08 -0.07 -0.28
```
Positions in Å, forces in eV/Å.

Summary:
- Charge: -1
- E_HOMO: -5.531 eV
- LUMO level: 2.290 eV
- Total energy: -3725.55174 hartree



[2]
Computed, not measured: a structure of composition C34H45BrIN4O6S2SiZr, with ωB97M-V/def2-TZVPD.

XYZ file:
```
95
Properties=species:S:1:pos:R:3:forces:R:3
Zr 0.928 -0.722 -0.548 0.14 -0.33 0.25
Br 3.156 0.294 -5.753 0.03 -0.02 -0.06
C 4.538 0.831 -4.582 -0.02 0.01 -0.01
C 5.326 1.911 -4.961 -0.03 -0.03 0.01
C 6.346 2.348 -4.135 0.01 -0.01 0.02
C 6.583 1.710 -2.926 0.00 0.02 -0.03
C 5.800 0.633 -2.548 -0.04 -0.10 0.03
C 4.775 0.182 -3.376 -0.01 0.18 0.04
I 3.628 -1.428 -2.729 0.07 -0.14 0.03
H 5.133 2.401 -5.905 -0.01 0.00 -0.01
H 6.955 3.187 -4.440 0.01 0.01 0.00
H 7.379 2.046 -2.276 0.01 0.01 0.01
H 5.986 0.133 -1.606 -0.01 0.00 -0.03
C 2.604 -1.110 3.010 0.12 0.01 -0.09
Si 3.104 -0.599 1.228 0.04 0.09 0.15
C 4.446 -1.892 0.838 -0.01 0.13 0.08
C 3.984 1.082 1.371 -0.02 -0.16 0.01
H 3.510 -1.163 3.622 0.00 0.01 0.01
H 2.159 -2.109 3.010 -0.01 -0.02 -0.02
H 1.915 -0.440 3.528 -0.02 0.05 -0.04
H 5.041 -2.057 1.741 0.02 -0.02 -0.01
H 5.125 -1.568 0.049 -0.03 0.02 0.00
H 4.029 -2.853 0.530 -0.05 -0.01 0.00
H 4.849 1.007 2.035 0.01 0.00 0.02
H 3.331 1.863 1.766 -0.05 0.00 0.01
H 4.344 1.424 0.398 0.00 -0.02 -0.04
C 1.368 -4.627 -2.247 -0.06 -0.05 0.04
C 0.537 -3.729 -1.358 -0.04 -0.09 -0.01
C -0.163 -4.446 -0.217 0.05 -0.08 -0.03
O 1.247 -2.664 -0.922 -0.01 0.30 -0.17
H 0.783 -5.465 -2.623 -0.01 0.01 0.00
H 2.205 -5.010 -1.666 0.00 0.01 0.02
H 1.755 -4.055 -3.089 0.00 0.02 -0.01
H -0.771 -5.272 -0.584 0.00 0.01 -0.01
H -0.786 -3.746 0.339 0.00 0.02 -0.01
H 0.596 -4.841 0.458 0.02 0.00 0.00
C -2.413 -2.527 3.602 -0.06 -0.01 0.01
N -1.395 -1.480 3.545 -0.06 -0.04 0.07
C -1.093 -0.723 4.757 -0.01 0.02 0.05
C -0.764 -1.240 2.438 0.12 0.05 -0.20
N -0.196 -1.023 1.454 0.03 0.00 -0.12
H -2.142 -3.256 4.366 -0.01 0.01 -0.01
H -2.474 -3.025 2.639 -0.02 0.00 0.00
H -3.382 -2.088 3.843 0.00 -0.01 0.00
H -0.735 -1.400 5.533 0.00 0.02 0.00
H -1.994 -0.213 5.101 0.02 -0.02 0.00
H -0.326 0.015 4.540 0.01 0.00 0.02
C -4.390 1.792 3.739 0.03 0.02 0.07
C -4.387 1.461 2.276 -0.06 -0.04 -0.11
C -5.592 1.288 1.589 0.03 0.00 0.03
C -5.610 1.038 0.230 -0.05 0.01 0.02
C -4.406 0.953 -0.457 -0.04 0.02 -0.02
C -3.200 1.104 0.205 0.10 -0.02 -0.03
C -3.195 1.357 1.569 0.00 -0.03 0.05
S -4.419 0.731 -2.205 0.18 -0.03 -0.10
O -3.070 0.991 -2.650 -0.07 -0.02 0.02
O -5.511 1.435 -2.798 -0.02 -0.04 0.05
N -4.772 -0.867 -2.378 0.04 0.18 -0.09
C -3.784 -1.847 -1.966 -0.13 -0.06 0.14
C -2.544 -2.038 -2.866 0.01 -0.07 0.09
C -1.347 -2.275 -1.991 0.10 -0.01 -0.17
O -0.586 -3.277 -2.299 -0.18 0.00 0.00
O -1.137 -1.507 -1.038 0.04 0.11 0.11
H -5.035 1.114 4.298 -0.03 -0.02 0.02
H -4.768 2.803 3.897 0.00 0.00 0.03
H -3.385 1.744 4.158 0.01 0.02 -0.01
H -6.528 1.367 2.129 -0.02 0.01 0.00
H -6.546 0.932 -0.301 -0.01 0.00 -0.02
H -2.273 1.033 -0.348 -0.06 -0.01 0.00
H -2.249 1.492 2.082 -0.06 0.01 0.01
H -5.303 -1.031 -3.224 -0.01 -0.03 0.02
H -4.308 -2.795 -1.840 0.05 -0.01 -0.03
H -3.451 -1.539 -0.973 0.00 -0.03 -0.03
H -2.336 -1.111 -3.403 -0.03 0.04 0.02
H -2.661 -2.845 -3.587 0.01 0.00 0.05
S -0.580 3.792 -0.912 0.00 -0.07 0.02
C -0.001 2.191 -1.116 -0.12 0.08 -0.23
N 0.290 1.533 -0.028 0.09 0.13 0.06
C 0.094 2.336 1.097 -0.02 0.07 0.09
C 0.384 1.993 2.417 0.06 0.03 -0.08
C 0.111 2.909 3.412 0.00 -0.03 0.03
C -0.439 4.161 3.114 -0.01 0.03 0.03
C -0.695 4.528 1.810 0.01 -0.04 -0.04
C -0.414 3.606 0.804 0.01 -0.06 0.11
H -0.902 1.260 -2.751 -0.06 0.06 -0.11
H 0.853 1.044 2.631 -0.01 0.00 0.00
H 0.347 2.669 4.441 0.01 -0.01 0.01
H -0.640 4.860 3.914 0.00 0.00 0.00
H -1.092 5.506 1.576 -0.01 0.02 -0.01
C 0.799 2.345 -3.511 -0.05 0.08 0.02
C 0.120 1.503 -2.444 0.13 0.03 -0.09
O 0.825 0.320 -2.209 0.06 -0.18 0.07
H 1.829 2.564 -3.225 0.01 0.00 0.02
H 0.265 3.284 -3.671 -0.01 0.00 0.01
H 0.809 1.796 -4.449 0.01 -0.02 0.02
```
Positions in Å, forces in eV/Å.

Summary:
- Charge: +1
- E_HOMO: -9.830 eV
- LUMO level: -2.239 eV
- Total energy: -5997.67989 hartree



Asked for energy above the lowest of the compared OMol25 structures with the same formula, charge and spin across the records above, the calculation gives 0.0; 0.0 kcal per mole in order.